{
  "formula": "C35H72I2NO4P2S",
  "method": "ωB97M-V/def2-TZVPD",
  "elements": ["C", "C", "C", "I", "C", "C", "C", "C", "I", "C", "C", "P", "C", "C", "C", "N", "C", "C", "C", "C", "O", "O", "C", "P", "O", "O", "S", "H", "H", "H", "H", "H", "H", "H", "H", "H", "H", "H", "H", "H", "H", "H", "H", "H", "H", "H", "H", "H", "H", "H", "H", "H", "H", "H", "H", "H", "H", "C", "C", "C", "C", "C", "C", "H", "H", "H", "H", "H", "H", "H", "H", "H", "H", "H", "H", "H", "H", "C", "C", "C", "C", "C", "C", "H", "H", "H", "H", "H", "H", "H", "H", "H", "H", "H", "H", "H", "H", "C", "C", "C", "C", "C", "C", "H", "H", "H", "H", "H", "H", "H", "H", "H", "H", "H", "H", "H", "H"],
  "positions_angstrom": [[1.7601, 1.0918, -3.2907], [2.0203, -0.2435, -2.8855], [2.3489, -1.7770, -2.4079], [4.0182, -2.4183, -3.7469], [1.0759, -2.6826, -2.8432], [0.5872, -3.4829, -1.5168], [1.8170, -4.2852, -0.6997], [2.2486, -5.4890, -1.7536], [4.0631, -6.6172, -1.2693], [1.0928, -6.6704, -1.9284], [1.7308, -7.7098, -3.0766], [0.7411, -5.0273, 0.7479], [0.1014, -3.5833, 1.9013], [1.7632, -6.2283, 1.8635], [1.7867, -5.8428, 3.4513], [2.9304, -3.3410, -0.3215], [3.5537, -3.5319, 1.0370], [4.8689, -2.6253, 1.3919], [5.5159, -3.1804, 2.7941], [6.0564, -2.0087, 3.8110], [5.6060, -2.0701, 5.0903], [7.0007, -0.9202, 3.4119], [2.7760, -1.8916, -0.7894], [1.9396, -0.6205, 0.2791], [2.7711, 0.9305, -0.0377], [0.2515, -0.2361, -0.1253], [2.0194, -0.7263, 2.2027], [1.6302, 2.2500, -3.4609], [0.1454, -2.0402, -3.2246], [1.3335, -3.4101, -3.7429], [-0.2643, -4.2391, -1.8740], [0.0241, -2.7141, -0.8344], [2.4311, -5.0903, -2.8642], [0.0946, -6.3008, -2.4062], [0.9641, -7.3390, -0.9682], [0.8522, -8.1147, -3.7767], [2.2197, -8.6639, -2.6058], [2.4533, -7.1285, -3.8288], [-0.9762, -3.9227, 2.2859], [-0.0690, -2.5823, 1.3220], [0.8353, -3.3408, 2.7780], [2.8429, -6.4484, 1.5018], [1.1735, -7.2657, 1.7934], [2.5115, -6.5849, 4.0323], [0.7132, -5.9748, 3.9115], [2.2363, -4.7579, 3.6592], [3.7268, -3.6551, -0.9718], [2.8428, -3.4611, 1.9547], [3.9660, -4.6540, 1.0494], [4.6954, -1.4655, 1.3805], [5.6687, -2.8452, 0.5391], [6.4398, -3.8640, 2.5437], [4.7127, -3.8747, 3.3250], [6.5798, -0.5022, 2.5893], [3.9085, -1.5042, -0.8906], [3.6897, 0.6899, -0.4071], [-0.2985, -0.3386, 0.7160], [5.2990, 6.0844, -2.8416], [4.0872, 6.6413, -2.1111], [4.0206, 6.2196, -0.6418], [3.8886, 4.7106, -0.3978], [2.6773, 4.0458, -1.0562], [1.3479, 4.5781, -0.5458], [5.2858, 4.9912, -2.8726], [5.3133, 6.4448, -3.8754], [6.2269, 6.4058, -2.3588], [3.1724, 6.3465, -2.6376], [4.1269, 7.7364, -2.1563], [3.1822, 6.7400, -0.1644], [4.9236, 6.5735, -0.1291], [3.8432, 4.5394, 0.6846], [4.7974, 4.2050, -0.7433], [2.7215, 2.9678, -0.8530], [2.7238, 4.1536, -2.1453], [1.2623, 4.4412, 0.5369], [0.5195, 4.0428, -1.0219], [1.2258, 5.6424, -0.7685], [-2.6882, -2.0802, -1.0479], [-4.1025, -1.6232, -1.3687], [-4.3710, -0.1685, -0.9775], [-4.2564, 0.1396, 0.5210], [-5.1666, -0.6898, 1.4301], [-6.6466, -0.4689, 1.1622], [-2.4854, -2.0454, 0.0263], [-2.5426, -3.1137, -1.3790], [-1.9507, -1.4544, -1.5598], [-4.8239, -2.2910, -0.8845], [-4.2653, -1.7279, -2.4482], [-5.3700, 0.1118, -1.3312], [-3.6696, 0.4800, -1.5170], [-4.4774, 1.2032, 0.6719], [-3.2181, 0.0008, 0.8430], [-4.9571, -0.4156, 2.4724], [-4.9310, -1.7559, 1.3414], [-6.9130, 0.5854, 1.2875], [-7.2486, -1.0565, 1.8635], [-6.9247, -0.7758, 0.1494], [-6.8706, 3.5763, 2.3091], [-6.2346, 3.9276, 0.9734], [-4.9963, 4.8161, 1.1085], [-5.2444, 6.1970, 1.7293], [-6.2768, 7.0635, 1.0040], [-5.8755, 7.4117, -0.4203], [-7.2303, 4.4666, 2.8328], [-7.7285, 2.9138, 2.1546], [-6.1564, 3.0588, 2.9569], [-6.9794, 4.4020, 0.3245], [-5.9410, 2.9970, 0.4727], [-4.5420, 4.9386, 0.1184], [-4.2488, 4.2937, 1.7183], [-4.2897, 6.7357, 1.7639], [-5.5582, 6.0763, 2.7724], [-6.4023, 7.9971, 1.5681], [-7.2567, 6.5740, 1.0016], [-4.9172, 7.9407, -0.4377], [-6.6299, 8.0613, -0.8767], [-5.7861, 6.5181, -1.0454]],
  "forces_ev_per_a": [[2.200, -9.458, 3.488], [-1.285, 8.822, -1.942], [-1.762, 1.839, -1.441], [-0.356, 0.226, 1.017], [-0.980, -0.592, 0.252], [-0.687, 0.176, -0.761], [-3.187, -1.004, -1.056], [-1.609, -0.097, -0.827], [-0.165, 0.984, 0.184], [1.301, -1.278, -1.213], [-1.064, -0.117, -1.073], [-0.459, -0.083, 0.468], [-0.230, 0.547, 0.421], [0.164, -1.172, 1.240], [0.640, -0.222, 0.417], [1.800, 0.542, -1.802], [1.865, -1.345, 3.122], [1.024, -0.276, -1.403], [0.319, -0.053, -0.297], [-2.469, 0.223, 6.516], [3.451, 0.558, -8.653], [-3.691, -2.460, -0.686], [1.983, 1.376, -2.976], [-2.187, 4.865, 1.673], [0.247, -4.284, -1.120], [2.812, -1.316, 0.734], [0.204, -0.788, -0.363], [0.253, -3.044, 0.336], [2.273, -1.132, 0.994], [-0.393, 1.555, 2.087], [2.174, 1.450, 1.091], [1.275, -1.460, -1.085], [-0.250, -0.544, 2.661], [1.850, -0.384, 1.387], [-0.001, 1.801, -1.802], [1.786, 0.909, 1.662], [-0.711, 2.104, -0.952], [-1.375, -1.411, 1.802], [2.542, 0.585, -0.737], [0.361, -2.048, 0.947], [-1.674, -0.458, -1.564], [-1.921, 0.519, 0.453], [1.309, 2.274, -0.011], [-1.620, 1.471, -1.338], [2.192, 0.565, -0.868], [-1.210, -2.304, -0.438], [-0.911, 0.345, 0.772], [0.759, 0.132, -2.247], [-1.050, 2.439, -0.287], [-0.004, -2.337, 0.299], [-1.589, 0.543, 1.637], [-1.788, 1.392, 0.463], [1.849, 1.860, -0.667], [0.998, -0.871, 1.472], [-2.494, -0.678, 0.734], [-1.883, 0.800, 0.612], [1.348, 0.168, -1.239], [0.004, 0.017, -0.236], [0.030, 0.101, 0.124], [-0.123, 0.037, 0.077], [0.102, 0.028, -0.123], [0.120, -0.210, 0.192], [-0.183, 0.014, -0.123], [0.049, 0.063, 0.004], [0.086, -0.084, 0.118], [-0.061, -0.076, -0.040], [0.027, 0.025, 0.073], [-0.073, -0.136, 0.017], [0.077, -0.067, -0.012], [-0.078, -0.021, -0.062], [-0.037, -0.012, -0.078], [-0.009, 0.051, 0.016], [-0.020, 0.316, -0.108], [0.081, 0.095, -0.022], [-0.001, 0.039, -0.100], [0.001, 0.094, 0.119], [-0.016, -0.112, 0.057], [0.056, -0.230, -0.064], [-0.101, 0.118, -0.099], [-0.125, 0.075, 0.021], [0.040, -0.068, -0.040], [0.111, 0.160, 0.122], [-0.177, -0.138, 0.033], [0.018, -0.003, -0.006], [0.040, 0.051, 0.069], [0.002, 0.049, 0.058], [0.051, 0.086, -0.032], [-0.028, -0.001, 0.134], [0.104, -0.019, 0.051], [-0.045, -0.055, 0.017], [0.032, -0.096, 0.006], [0.013, 0.030, -0.011], [0.023, -0.072, -0.143], [0.030, 0.042, -0.014], [0.011, -0.090, -0.042], [0.013, 0.125, -0.129], [-0.010, 0.053, 0.097], [-0.220, -0.072, -0.011], [0.121, -0.005, -0.015], [0.042, 0.076, -0.144], [-0.078, -0.072, 0.119], [0.097, 0.094, 0.156], [-0.144, 0.061, -0.175], [0.045, -0.108, -0.012], [0.073, 0.072, 0.115], [-0.045, 0.063, 0.009], [0.094, -0.012, 0.030], [-0.038, 0.101, -0.041], [-0.019, 0.014, 0.070], [-0.056, 0.008, -0.025], [-0.076, -0.023, -0.012], [0.045, -0.012, -0.071], [-0.022, -0.173, -0.039], [0.071, 0.003, 0.038], [-0.067, -0.067, -0.027], [0.157, -0.077, -0.012], [0.016, 0.097, 0.028]],
  "lowdin_charge": [0.149, -0.152, -0.707, 0.919, -0.222, -0.185, -0.501, -0.649, 0.942, -0.304, -0.217, 1.005, -0.303, -0.431, -0.181, -0.106, -0.201, -0.187, -0.081, -0.244, -0.013, 0.001, -0.328, 0.438, -0.289, -0.281, 0.418, 0.084, 0.148, 0.094, 0.129, 0.080, 0.067, 0.112, 0.100, 0.094, 0.063, 0.077, 0.080, -0.007, 0.010, 0.017, 0.097, 0.098, 0.093, 0.065, 0.110, 0.078, 0.103, 0.081, 0.137, 0.143, 0.133, 0.118, 0.133, 0.092, 0.068, -0.116, -0.273, -0.224, -0.224, -0.287, -0.102, 0.062, 0.072, 0.078, 0.098, 0.108, 0.103, 0.112, 0.112, 0.098, 0.061, 0.088, 0.081, 0.067, 0.071, -0.127, -0.258, -0.217, -0.221, -0.266, -0.100, 0.061, 0.068, 0.063, 0.105, 0.110, 0.106, 0.111, 0.095, 0.090, 0.108, 0.097, 0.062, 0.077, 0.071, -0.114, -0.274, -0.230, -0.228, -0.274, -0.117, 0.069, 0.067, 0.075, 0.104, 0.081, 0.100, 0.107, 0.109, 0.101, 0.107, 0.100, 0.076, 0.072, 0.065],
  "total_charge": 1,
  "spin_multiplicity": 1,
  "max_force_ev_per_a": 10.3,
  "e_homo_ev": -11.493,
  "gap_ev": 7.688,
  "energy_ha": -3408.1307
}